Below is C39H34Br4N6O5PW as an isolated structure, with properties calculated with ωB97M-V with the def2-TZVPD basis set.

The geometry in ORCA input format:
```
! RIJCOSX wB97M-V def2-TZVPD def2/J DEFGRID3
* xyz 1 3
W 0.89 -0.59 -0.34
C -0.37 -4.92 -0.96
C -0.06 -4.03 -2.17
C 1.44 -3.82 -2.30
C -0.88 -2.73 -2.19
C -2.37 -3.01 -2.27
O -2.78 -2.95 -0.89
C -1.83 -2.29 -0.22
N -0.79 -1.95 -0.91
C -2.17 -2.12 1.21
C -3.01 -3.10 1.75
C -3.44 -3.02 3.06
C -3.07 -1.93 3.84
C -2.24 -0.96 3.32
C -1.75 -1.06 2.02
P -0.71 0.27 1.35
C 0.28 0.90 2.72
C 0.74 2.22 2.71
C 1.64 2.64 3.66
C 2.12 1.75 4.62
C 1.69 0.43 4.61
C 0.78 0.00 3.66
C -1.99 1.49 0.90
C -2.80 1.18 -0.18
C -3.85 2.01 -0.55
C -4.09 3.17 0.17
C -3.29 3.48 1.26
C -2.25 2.65 1.63
H 0.19 -5.85 -1.04
H -1.43 -5.18 -0.89
H -0.05 -4.43 -0.04
H -0.40 -4.56 -3.07
H 1.85 -3.39 -1.39
H 1.69 -3.20 -3.16
H 1.93 -4.78 -2.44
H -0.56 -2.10 -3.02
H -2.61 -4.00 -2.65
H -2.93 -2.25 -2.81
H -3.33 -3.92 1.13
H -4.08 -3.79 3.46
H -3.42 -1.85 4.86
H -1.96 -0.11 3.93
H 0.43 2.90 1.92
H 2.00 3.66 3.65
H 2.83 2.09 5.36
H 2.09 -0.27 5.33
H 0.48 -1.04 3.65
H -2.62 0.26 -0.73
H -4.48 1.74 -1.38
H -4.91 3.82 -0.11
H -3.49 4.38 1.83
H -1.65 2.90 2.50
N -1.35 0.41 -2.88
N -0.40 0.77 -3.83
C 0.88 0.35 -3.76
N 1.70 0.79 -4.71
N 1.23 -0.46 -2.73
N 2.54 -0.81 -2.62
O 3.34 -0.84 -3.51
O 2.80 -1.17 -1.46
H -2.25 0.35 -3.34
H -1.36 1.11 -2.14
H -0.58 1.57 -4.42
H 1.37 1.42 -5.41
H 2.66 0.48 -4.71
Br 6.46 -1.39 3.70
C 4.83 -1.71 2.82
C 4.24 -2.97 2.85
Br 5.07 -4.39 3.76
C 3.03 -3.20 2.19
Br 2.17 -4.87 2.16
C 2.40 -2.16 1.52
O 1.26 -2.25 0.83
C 2.99 -0.89 1.52
O 2.29 0.05 0.86
C 4.20 -0.66 2.14
Br 4.94 1.06 2.01
C 0.79 1.47 -0.83
C 0.64 2.62 -1.19
C 0.47 3.98 -1.62
C -0.78 4.60 -1.47
C -0.97 5.90 -1.90
C 0.08 6.60 -2.48
C 1.32 5.99 -2.63
C 1.52 4.69 -2.20
H -1.58 4.05 -0.99
H -1.93 6.37 -1.77
H -0.06 7.62 -2.81
H 2.15 6.54 -3.07
H 2.49 4.22 -2.30
*
```

Output
LUMO energy (alpha / beta) = -3.3 / -3.4 eV
Relative energy (zero: lowest compared OMol25 entry of this formula, charge and spin) = 0.045 eV
HOMO (alpha / beta) = -9.63 / -9.88 eV
Gap between HOMO and LUMO (alpha / beta) = 6.37 / 6.52 eV
Total energy = -351449.1849 eV